<a>
Molecular formula: C2H4OS
Method: DFT, ωB97M-V/def2-TZVPD

Each line ends with the natural charge from an NBO analysis.
Cartesian coordinates (Å):
C -0.8240 0.5917 -0.3945  -0.34
C -1.7490 0.5203 0.8060  0.36
O -1.6381 0.6690 2.0149  -0.46
S 0.5342 -0.6460 -2.1538  -0.25
H -1.4639 0.6254 -1.2278  0.20
H 0.0834 1.1329 -0.4450  0.23
H -2.7677 0.4821 0.3466  0.11
H 1.6756 -1.1073 -1.4109  0.15

LUMO energy = -2.4832 eV
Multiplicity = 1

---

<b>
Molecular formula: C2H4OS
Method: DFT, ωB97M-V/def2-TZVPD

Each line ends with the natural charge from an NBO analysis.
Cartesian coordinates (Å):
C 0.3522 0.2009 2.1805  -0.25
O -0.2499 0.6734 0.9267  -0.51
C 0.0885 -0.3130 -0.1102  0.00
S -0.1751 -0.2289 -1.7331  0.02
H 1.3971 -0.5320 2.2509  0.19
H -0.5538 -0.5278 2.6125  0.18
H 0.3897 1.0147 2.7489  0.19
H 0.9243 -1.0064 0.2819  0.18

LUMO energy = -0.2231 eV
SMILES = COC=S
Multiplicity = 1

---

<c>
Molecular formula: C2H4OS
Method: DFT, ωB97M-V/def2-TZVPD

Each line ends with the natural charge from an NBO analysis.
Cartesian coordinates (Å):
C 0.4469 -0.7354 -0.0245  -0.73
C -0.6273 0.2615 -0.0937  0.22
O -0.3448 1.5267 -0.0149  -0.65
S -2.2552 0.0289 -0.0064  -0.10
H -0.0442 -1.7255 -0.5713  0.29
H 1.4696 -0.2167 -0.5513  0.22
H 0.7702 -0.9590 1.2059  0.27
H 0.5848 1.8195 0.0561  0.48

LUMO energy = 0.2562 eV
SMILES = CC(O)=S
Multiplicity = 1

---

Short version: <c>, <b>, <a>, most stable first.

---

<a>
Molecular formula: C4H4N2O
Method: DFT, ωB97M-V/def2-TZVPD

Each line ends with the natural charge from an NBO analysis.
Cartesian coordinates (Å):
N 2.5127 -0.0760 -0.2890  -0.64
C 1.3172 -0.2421 -0.1739  0.59
C 0.2158 -1.0701 -0.0675  -0.44
C -1.0921 -0.6133 -0.0058  -0.08
C -1.5620 0.6971 0.0586  -0.17
N -0.7883 1.7902 0.0063  0.06
O 0.4157 1.5805 -0.3250  -0.41
H 3.0235 0.5637 0.3043  0.41
H 0.4164 -2.1242 0.1291  0.25
H -1.8484 -1.3856 0.1034  0.22
H -2.6105 0.8799 0.2596  0.21

LUMO energy (spin up / spin down) = -0.6461 / -0.6461 eV
SMILES = N=C=C/C=C\N=O
Multiplicity = 1

---

<b>
Molecular formula: C4H4N2O
Method: DFT, ωB97M-V/def2-TZVPD

Each line ends with the natural charge from an NBO analysis.
Cartesian coordinates (Å):
C -0.7772 1.0712 0.3499  0.03
N -1.8833 1.3786 0.8442  -0.28
C -1.7010 -0.0257 0.2488  -0.32
H 0.2104 1.4892 0.1759  0.19
H -2.1998 -0.2371 -0.6961  0.19
H -1.6392 -0.8647 0.9415  0.19
N 2.8014 -0.6054 1.2635  -0.22
C 2.1107 -0.5753 0.3359  0.14
C 1.2477 -0.5487 -0.8628  0.33
O 0.3307 -1.3133 -1.0004  -0.42
H 1.4996 0.2313 -1.6005  0.16

LUMO energy = -1.0712 eV
SMILES = C1=NC1.N#CC=O
Multiplicity = 1

---

<c>
Molecular formula: C4H4N2O
Method: DFT, ωB97M-V/def2-TZVPD

Each line ends with the natural charge from an NBO analysis.
Cartesian coordinates (Å):
C 1.6664 -0.5189 0.1326  -0.29
C 0.4070 -0.2852 -0.1155  -0.23
C -0.6865 -1.1122 -0.5071  -0.07
N -1.7364 -0.3538 0.0951  -0.15
N -1.5522 0.9709 0.2184  -0.46
C -0.1178 1.0922 -0.2254  0.65
O 0.6256 2.0162 -0.3201  -0.50
H 2.5986 0.2101 0.7426  0.23
H 1.9825 -1.5476 0.2976  0.20
H -0.9381 -2.1144 -0.5247  0.22
H -2.2491 1.6427 0.2066  0.41

LUMO energy = -0.4152 eV
SMILES = C=C1C=NNC1=O
Multiplicity = 1

---

<d>
Molecular formula: C4H4N2O
Method: DFT, ωB97M-V/def2-TZVPD

Each line ends with the natural charge from an NBO analysis.
Cartesian coordinates (Å):
N 2.5723 -1.2901 -0.2020  -0.28
C 1.5622 -0.7016 0.0662  0.25
C 0.6493 0.2898 0.6253  -0.15
C -0.0447 1.2278 -0.4137  -0.20
N -0.7383 0.1692 0.3133  -0.44
C -1.4012 -0.9385 -0.0807  0.54
O -0.9985 -2.0652 0.0828  -0.54
H 0.9205 0.7082 1.5513  0.25
H 0.1634 1.0612 -1.4980  0.23
H -0.2013 2.2222 0.0591  0.22
H -2.4839 -0.6829 -0.5036  0.12

LUMO energy = 0.5322 eV
SMILES = N#C[C@H]1CN1C=O
Multiplicity = 1

---

Short version: <d>, <b>, <a>, <c>, most stable first.

---

<a>
Molecular formula: C4H4N2O
Method: DFT, ωB97M-V/def2-TZVPD

Each line ends with the natural charge from an NBO analysis.
Cartesian coordinates (Å):
C 1.7633 -0.9454 -0.0131  -0.09
O 2.0641 0.4896 -0.0654  -0.49
C 0.7411 0.8776 0.1558  0.28
C -0.4970 1.3280 -0.0470  -0.14
N -1.4642 0.3691 -0.0866  -0.42
N -0.9161 -0.9418 0.0244  -0.43
C 0.3960 -0.8907 -0.0220  0.07
H 2.5875 -1.4952 -0.3721  0.20
H -0.7662 2.2871 0.0234  0.21
H -2.4068 0.6285 0.1019  0.40
H -1.5018 -1.7068 0.3006  0.41

LUMO energy = 0.8092 eV
SMILES = c1oc2c[nH][nH]c1-2
Multiplicity = 1

---

<b>
Molecular formula: C4H4N2O
Method: DFT, ωB97M-V/def2-TZVPD

Each line ends with the natural charge from an NBO analysis.
Cartesian coordinates (Å):
N -0.0088 -0.8599 1.8028  -0.80
C -0.0243 -0.3477 0.4712  0.40
C 0.7001 0.6307 0.0630  -0.47
C 0.0243 1.2355 -1.0222  0.42
O 0.3789 1.9822 -1.9801  -0.45
C -0.8805 0.2023 -1.4311  0.07
N -0.9136 -0.7774 -0.5379  -0.42
H -0.1626 -2.0753 2.0465  0.40
H 1.0937 -0.9271 2.1733  0.39
H 1.3166 0.9717 0.8358  0.22
H -1.5239 -0.0350 -2.4215  0.24

LUMO energy = -1.4085 eV
SMILES = NC1=CC(=O)C=N1
Multiplicity = 1

---

<c>
Molecular formula: C4H4N2O
Method: DFT, ωB97M-V/def2-TZVPD

Each line ends with the natural charge from an NBO analysis.
Cartesian coordinates (Å):
O 2.1370 -0.1704 2.0531  -0.51
C 1.9214 -0.5390 0.9232  0.27
C 0.6099 -0.6578 0.2917  0.18
C 0.1830 -0.4267 -0.9717  -0.02
N -0.8715 0.1276 -1.5108  -0.54
C -1.6747 0.6660 -0.5384  0.27
N -1.3388 0.6457 0.6997  -0.64
H 2.7749 -0.8642 0.2605  0.16
H 0.9346 -0.9252 -1.5977  0.25
H -2.6083 1.1029 -0.9148  0.19
H -2.0675 1.0412 1.3051  0.38

LUMO energy = -1.3072 eV
Multiplicity = 1

---

Short version: <c>, <b>, <a>, most stable first.